1.
# C49H54N11O3P

A cluster of 10 separate species, C49H54N11O3P in total (ωB97M-V/def2-TZVPD, the OMol25 dataset).

HOMO energy (eV): -8.9
Frontier orbital gap (eV): 9.376
SMILES: N=P(O)(O)[C@@H]1CCC(=O)N1.c1ccncc1.c1ccncc1.c1ccncc1.c1ccncc1.c1ccncc1.c1ccncc1.c1ccncc1.c1ccncc1.c1ccncc1
LUMO energy (eV): 0.478
E_tot (hartree): -3068.90753
Net charge: 0

The geometry in XYZ format:
```
118
Properties=species:S:1:pos:R:3:forces:R:3
N -4.129152 0.524876 -4.504662 1.5 0.7 -1.2
P -2.821013 0.788399 -5.360141 -2.1 1.2 0.3
O -2.793066 -0.026626 -6.867958 1.6 1.8 2.5
O -2.740116 2.454887 -5.747427 1.4 -2.3 0.5
C -1.273230 0.258367 -4.433788 0.8 -2.6 -1.2
C -1.082872 -1.353974 -4.605552 0.1 0.2 1.8
C 0.192586 -1.598251 -3.640683 0.3 0.3 -0.9
C 0.045706 -0.338489 -2.625466 1.1 -1.1 0.5
O 0.896708 -0.060272 -1.774123 -3.0 -0.3 -2.2
N -1.214888 0.378141 -2.961519 1.6 0.6 0.0
H -4.553153 1.465860 -4.391956 0.1 -0.9 0.0
H -1.874871 0.137867 -7.198889 -0.9 -0.3 -0.1
H -2.044375 2.892379 -5.204054 -0.8 -0.3 -0.3
H -0.328686 0.635205 -4.943950 -1.1 0.3 0.8
H -1.925386 -1.768062 -3.943034 0.7 0.2 -1.8
H -1.021707 -1.710047 -5.676819 -0.1 0.1 1.5
H 0.241547 -2.619863 -3.119597 -0.6 1.7 -0.4
H 1.196966 -1.612962 -4.201705 -1.4 0.6 0.7
H -2.052798 0.010116 -2.465758 0.5 0.3 -0.5
N -2.744277 4.552994 -3.110496 0.3 0.5 0.0
C -1.471669 4.934583 -3.302421 -0.6 -0.2 0.1
C -1.008934 6.220885 -3.078556 0.0 0.0 0.0
C -1.912119 7.173352 -2.633971 0.0 0.1 0.1
C -3.234249 6.807470 -2.428822 0.2 0.0 0.0
C -3.596515 5.493563 -2.678275 0.2 -0.5 -0.2
H -0.802749 4.154438 -3.653857 0.1 0.0 0.1
H 0.030406 6.471684 -3.247885 -0.1 0.0 0.0
H -1.588741 8.190792 -2.448772 0.1 -0.1 0.0
H -3.966641 7.525833 -2.082460 0.0 -0.1 0.0
H -4.617773 5.157959 -2.529165 0.0 0.1 0.0
N -4.149217 -1.463102 -1.721385 -0.4 -0.3 0.2
C -4.275408 -1.580717 -0.390791 0.3 0.2 -0.4
C -5.340944 -2.213179 0.229327 -0.2 -0.1 -0.1
C -6.338485 -2.754123 -0.569758 0.0 0.0 0.0
C -6.233329 -2.645049 -1.949580 0.0 0.0 0.2
C -5.126691 -1.996103 -2.472128 0.5 0.2 -0.1
H -3.472373 -1.139933 0.190703 -0.1 -0.1 0.1
H -5.389542 -2.280931 1.308832 0.1 0.0 0.0
H -7.189137 -3.256106 -0.121867 0.0 0.0 0.0
H -6.992766 -3.054840 -2.603320 0.1 0.0 0.0
H -4.995858 -1.887424 -3.543713 -0.1 0.1 0.0
N 5.451789 -1.653251 0.170127 -0.7 0.1 0.3
C 5.354458 -1.812264 1.499321 0.3 0.0 -0.5
C 4.163900 -1.726886 2.202618 -0.2 0.1 0.0
C 3.001789 -1.457142 1.495375 0.0 0.0 0.0
C 3.071059 -1.285685 0.120417 -0.1 -0.1 0.1
C 4.309354 -1.394260 -0.491678 0.6 0.0 0.4
H 6.289694 -2.018049 2.009316 -0.1 0.0 0.1
H 4.146125 -1.867375 3.275971 0.1 0.0 -0.1
H 2.050336 -1.381333 2.010836 0.0 0.0 0.0
H 2.184063 -1.073328 -0.462926 0.2 0.0 0.0
H 4.414016 -1.272185 -1.565114 -0.1 0.0 0.0
N -2.349953 -0.532277 2.501794 0.2 0.5 0.1
C -1.089223 -0.126614 2.286075 -0.4 -0.3 0.0
C -0.646492 1.167392 2.506515 -0.1 0.1 0.0
C -1.558637 2.102049 2.973927 0.0 0.0 0.0
C -2.869448 1.710691 3.203742 0.0 0.0 0.1
C -3.211532 0.391204 2.955427 0.3 -0.4 -0.2
H -0.414246 -0.892383 1.917482 0.0 0.1 0.0
H 0.384780 1.437497 2.316858 0.0 0.0 0.0
H -1.251253 3.125613 3.157374 0.0 -0.1 0.0
H -3.608340 2.414411 3.567760 0.0 0.0 -0.1
H -4.223488 0.036162 3.122958 0.0 0.1 0.0
N 0.363516 9.742286 -3.744055 0.2 0.6 0.2
C 1.636115 10.121859 -3.934174 -0.4 -0.3 0.0
C 2.099595 11.407996 -3.709477 -0.1 0.1 0.0
C 1.196817 12.362447 -3.265688 0.0 0.1 0.0
C -0.125690 11.997739 -3.062594 0.1 0.0 0.0
C -0.488573 10.684429 -3.312740 0.3 -0.4 -0.2
H 2.303349 9.341473 -4.284779 0.0 0.1 0.0
H 3.139657 11.656833 -3.877730 0.0 0.0 0.0
H 1.520574 13.380376 -3.079675 0.0 -0.1 0.0
H -0.857831 12.716603 -2.717251 0.0 -0.1 0.0
H -1.510711 10.350481 -3.165090 0.0 0.1 0.0
N -5.227424 4.296410 3.326052 -0.5 0.4 -0.1
C -5.691723 4.489250 2.082180 0.3 -0.2 0.4
C -6.811579 5.249306 1.786044 -0.1 0.1 0.1
C -7.497136 5.843689 2.834859 -0.1 0.1 0.0
C -7.039775 5.659031 4.131217 0.0 0.0 -0.1
C -5.907780 4.883623 4.322026 0.4 -0.3 -0.2
H -5.123863 4.001652 1.296316 0.0 0.0 0.0
H -7.139364 5.372758 0.761660 0.0 0.0 0.0
H -8.378996 6.445053 2.644055 0.0 0.0 0.0
H -7.550232 6.107458 4.974053 0.0 0.0 0.0
H -5.509402 4.712997 5.316954 -0.1 0.0 0.0
N 4.520345 -4.224791 4.712401 -0.5 -0.3 0.3
C 4.361780 -4.326529 6.040742 0.2 0.1 -0.5
C 3.278200 -4.945715 6.642806 -0.1 -0.1 -0.1
C 2.297179 -5.489203 5.826705 -0.1 -0.1 0.0
C 2.435006 -5.396620 4.449898 0.0 0.0 0.1
C 3.558164 -4.760449 3.945908 0.5 0.2 0.1
H 5.153477 -3.883413 6.635954 0.0 0.0 0.0
H 3.203298 -5.001037 7.721639 0.0 0.0 0.0
H 1.433182 -5.980947 6.259864 0.0 0.0 0.0
H 1.688363 -5.809342 3.783410 0.1 0.0 0.0
H 3.713557 -4.665459 2.876015 -0.1 0.0 0.0
N 6.734042 -3.950487 -3.448380 -0.4 -0.4 0.2
C 5.990975 -3.570338 -2.396937 0.4 0.1 -0.5
C 5.033813 -4.375343 -1.798944 0.0 -0.2 -0.1
C 4.827516 -5.645074 -2.317692 -0.1 0.0 0.0
C 5.581182 -6.061593 -3.405415 -0.1 0.0 0.1
C 6.515811 -5.183562 -3.928916 0.2 0.5 0.1
H 6.186452 -2.569358 -2.029968 0.0 -0.1 0.1
H 4.464819 -4.018129 -0.950440 0.1 0.0 0.0
H 4.086769 -6.304192 -1.878340 0.0 0.0 0.0
H 5.446259 -7.045851 -3.836090 0.0 0.0 0.0
H 7.131954 -5.464627 -4.777052 0.0 -0.1 0.0
N 5.845239 -9.279926 4.502676 -0.4 -0.2 0.4
C 5.325681 -8.386519 5.357690 0.3 -0.2 -0.4
C 4.443108 -8.715054 6.374326 0.0 -0.1 0.0
C 4.070377 -10.043298 6.516231 -0.1 0.0 0.1
C 4.591702 -10.987437 5.644014 0.0 0.1 0.1
C 5.470255 -10.557630 4.662495 0.2 0.4 -0.2
H 5.644395 -7.360321 5.204590 -0.1 0.0 0.1
H 4.056933 -7.951381 7.037543 0.0 0.0 -0.1
H 3.380727 -10.339983 7.298758 0.0 0.0 0.0
H 4.322608 -12.033049 5.724779 0.0 0.0 0.0
H 5.907341 -11.258680 3.958836 0.0 0.0 0.0
```
Positions in Å, forces in eV/Å.

---

2.
# C49H54N5O3P3PtS3Si

A structure of composition C49H54N5O3P3PtS3Si (ωB97M-V/def2-TZVPD, the OMol25 dataset).

HOMO energy (spin up / spin down) (eV): -11.2 / -11.2
Frontier orbital gap (spin up / spin down) (eV): 5.613 / 5.618
LUMO energy (spin up / spin down) (eV): -5.586 / -5.583
E_tot (hartree): -5025.96140
Energy above the lowest of the compared OMol25 structures with the same formula, charge and spin (eV): 0.000
Net charge: +2

The geometry in XYZ format:
```
119
Properties=species:S:1:pos:R:3:forces:R:3
Pt 0.523510 0.949189 0.150386 0.4 -0.2 0.3
C 3.972843 3.143585 -1.359764 0.0 0.0 0.1
N 2.840161 2.378788 -0.825681 0.2 -0.3 0.0
P 2.558971 0.698171 -0.815993 0.3 0.7 -0.7
C 4.059927 -0.071466 -0.200118 -0.1 -0.1 0.2
C 4.339092 -1.400864 -0.514729 0.0 0.0 0.0
C 5.452090 -2.020273 0.033201 0.0 0.0 0.0
C 6.295756 -1.315144 0.879904 0.0 0.0 0.0
C 6.027889 0.012264 1.185493 0.0 0.0 0.0
C 4.906694 0.631235 0.657249 0.0 0.0 0.0
C 2.285965 0.092545 -2.497677 0.1 -0.1 0.0
C 2.650856 0.817798 -3.628719 0.0 0.0 0.0
C 2.348853 0.327098 -4.890930 0.0 0.0 0.0
C 1.687876 -0.885524 -5.030366 0.0 0.0 0.0
C 1.314213 -1.607074 -3.904679 0.0 0.0 0.0
C 1.604022 -1.116740 -2.641455 -0.1 0.0 0.1
P 1.393662 3.039674 -0.267558 0.1 -0.3 0.5
C 0.711862 4.041029 -1.575859 -0.3 -0.1 0.0
C 0.021668 3.392174 -2.600387 0.0 0.0 -0.1
C -0.454770 4.119381 -3.679608 0.0 0.0 0.0
C -0.247622 5.493015 -3.732103 0.0 0.0 0.0
C 0.441715 6.139182 -2.714840 0.0 0.0 0.0
C 0.927194 5.417606 -1.634193 0.0 0.0 0.0
C 1.483193 3.830598 1.235217 0.1 0.0 -0.2
C 0.462455 4.773116 1.638182 -0.2 0.0 0.0
C 0.207737 5.042053 2.927636 0.0 0.1 -0.2
C 0.951626 4.389602 4.041103 0.2 0.0 -0.1
C 2.064257 3.508593 3.586439 0.2 0.0 -0.1
C 2.293474 3.257719 2.291459 -0.1 0.0 0.1
H 4.633390 2.478942 -1.913397 0.0 0.0 0.0
H 4.545298 3.608815 -0.556043 0.0 0.0 0.0
H 3.614655 3.922631 -2.034928 0.0 0.0 0.0
H 3.698634 -1.952920 -1.190599 0.0 0.0 0.0
H 5.668965 -3.050592 -0.214875 0.0 0.0 0.0
H 7.173219 -1.796671 1.290941 0.0 0.0 0.0
H 6.697634 0.567555 1.829020 0.0 0.0 0.0
H 4.710723 1.669482 0.887379 0.0 0.0 0.0
H 3.155853 1.769769 -3.540138 0.0 0.0 0.0
H 2.633216 0.893268 -5.767815 0.0 0.0 0.0
H 1.459955 -1.264896 -6.017517 0.0 0.0 0.0
H 0.788915 -2.547843 -4.006198 0.0 0.0 0.0
H 1.280183 -1.668449 -1.762756 0.0 0.0 -0.1
H -0.115101 2.315885 -2.559247 0.0 0.0 0.0
H -0.981900 3.618464 -4.480968 0.0 0.0 0.0
H -0.621023 6.062900 -4.572551 0.0 0.0 0.0
H 0.606938 7.207167 -2.764751 0.0 0.0 0.0
H 1.471301 5.920713 -0.842525 0.0 0.0 0.0
H -0.107043 5.286118 0.868665 0.0 0.0 0.1
H -0.541091 5.776631 3.197491 0.0 0.0 0.0
H 1.314984 5.135104 4.749938 0.0 0.0 0.1
H 2.698935 3.083266 4.354349 0.0 0.1 0.0
H 3.107866 2.599675 2.017156 0.1 0.0 0.0
C -4.336412 1.875698 2.059939 0.0 0.0 0.0
N -3.984480 0.408331 1.772513 0.0 0.0 0.0
C -4.616686 0.003705 0.428665 0.0 0.0 0.0
N -4.232558 0.902818 -0.604440 0.0 0.0 0.0
C -4.585052 2.276734 -0.258044 0.0 0.0 0.0
N -3.941796 2.711193 0.979951 0.0 0.0 0.0
C -2.483248 2.837386 0.849647 0.0 0.0 0.1
P -1.717081 1.216742 0.423891 -0.3 0.5 -0.1
C -2.502400 0.208122 1.744360 0.0 0.0 0.1
C -2.820251 0.769993 -0.979857 0.0 -0.1 0.0
H -3.829237 2.143801 2.986187 0.0 0.0 0.0
H -5.417383 1.905538 2.197519 0.0 0.0 0.0
H -4.373503 -0.183339 2.510697 0.0 0.0 0.0
H -5.695349 0.029035 0.584914 0.0 0.0 0.0
H -4.279538 -1.012249 0.222604 0.0 0.0 0.0
H -5.666880 2.343000 -0.133460 0.0 0.0 0.0
H -4.286218 2.937861 -1.069622 0.0 0.0 0.0
H -2.053752 3.214252 1.779242 0.0 0.0 0.0
H -2.251157 3.559556 0.063611 0.0 0.0 0.0
H -2.083585 0.494717 2.710598 0.0 0.0 0.0
H -2.312072 -0.848201 1.578201 0.0 -0.1 0.0
H -2.608442 -0.255412 -1.288304 0.0 0.0 0.0
H -2.606374 1.426103 -1.825189 0.0 0.0 0.0
O -0.278165 -1.959819 0.361374 0.0 0.1 0.0
C 0.055161 -2.872318 1.523957 -0.1 0.0 0.1
C 1.238130 -2.181019 2.143962 0.1 -0.2 0.0
C 2.395915 -2.764502 2.556960 -0.1 0.0 0.0
C 3.317590 -1.836133 3.116019 0.0 0.1 0.0
C 2.848854 -0.561747 3.100866 0.2 0.0 -0.1
S 1.273759 -0.478774 2.435134 -0.4 -0.1 0.2
C 0.435873 -4.216279 0.976621 -0.1 0.0 0.0
C 0.143665 -5.449403 1.480216 0.0 0.0 0.0
C 0.746475 -6.501354 0.738338 0.0 0.0 0.0
C 1.480342 -6.039624 -0.309032 0.0 0.0 0.0
S 1.464335 -4.334101 -0.400397 0.0 0.0 0.0
C -1.152556 -2.914487 2.431196 0.1 -0.1 0.0
C -1.270183 -2.372665 3.680947 0.0 0.0 0.0
C -2.565386 -2.534297 4.241591 0.1 0.0 0.0
C -3.401688 -3.220448 3.412920 0.0 0.0 0.0
S -2.630130 -3.682693 1.957955 0.0 0.2 0.0
H 2.581146 -3.825877 2.475866 0.0 0.0 0.0
H 4.284032 -2.110714 3.511889 0.0 0.0 0.0
H 3.333099 0.332931 3.456884 0.0 0.0 0.0
H -0.464722 -5.606033 2.359001 0.0 0.0 0.0
H 0.634438 -7.548943 0.973823 0.0 0.0 0.0
H 2.026976 -6.613338 -1.040351 0.0 0.0 0.0
H -0.456414 -1.881495 4.192114 0.0 0.0 0.0
H -2.843874 -2.189672 5.226978 0.0 0.0 0.0
H -4.417817 -3.530867 3.606201 0.0 0.0 0.0
C -4.477794 -4.363622 -1.805478 0.0 0.0 0.0
Si -2.922283 -3.705984 -2.593410 0.0 0.0 0.0
C -1.801843 -5.086901 -3.146848 0.0 0.0 0.1
C -3.317805 -2.535553 -3.991040 0.0 0.0 0.0
C -1.984399 -2.769457 -1.293648 0.0 -0.1 -0.1
C -1.158655 -2.404378 -0.488082 0.0 0.1 -0.1
H -4.919872 -5.142681 -2.429852 0.0 0.0 0.0
H -5.229137 -3.580826 -1.679307 0.0 0.0 0.0
H -4.271238 -4.802555 -0.827256 0.0 0.0 0.0
H -2.279743 -5.701486 -3.912346 0.0 0.0 0.0
H -1.547649 -5.733207 -2.303142 0.0 0.0 0.0
H -0.870587 -4.695348 -3.560322 0.0 0.0 0.0
H -4.055987 -2.984740 -4.659188 0.0 0.0 0.0
H -2.431680 -2.303905 -4.584515 0.0 0.0 0.0
H -3.737163 -1.593862 -3.629232 0.0 0.0 0.0
O 0.031511 3.660053 4.970403 -0.2 0.1 0.2
N -0.674008 2.630746 4.520241 0.1 0.0 0.2
O -0.466740 2.329657 3.386101 -0.2 -0.3 -0.4
```
Positions in Å, forces in eV/Å.

---

| no. | largest force on an atom (Eh/bohr) |
| --- | --- |
| 1 | 0.0734 |
| 2 | 0.0202 |